No. 1
{
  "formula": "C40H54BBrCeCl2N7O6PS5",
  "method": "the ωB97M-V functional and the def2-TZVPD basis",
  "species": ["Ce", "C", "C", "C", "C", "N", "C", "C", "N", "B", "N", "C", "C", "N", "C", "S", "C", "C", "C", "C", "N", "C", "C", "N", "C", "S", "C", "C", "C", "C", "C", "S", "H", "H", "H", "H", "H", "H", "H", "H", "H", "H", "H", "H", "H", "H", "H", "H", "H", "H", "H", "H", "H", "H", "H", "H", "H", "H", "H", "H", "H", "H", "H", "H", "H", "H", "Br", "C", "C", "C", "C", "C", "N", "C", "O", "O", "H", "H", "H", "Cl", "C", "C", "C", "Cl", "C", "O", "C", "C", "O", "C", "H", "H", "H", "C", "C", "C", "O", "P", "S", "S", "O", "C", "C", "C", "H", "H", "H", "H", "H", "H", "H", "H", "H", "H", "H", "H", "H", "H"],
  "xyz": [[1.54219, -0.57265, 0.51211], [-5.07513, -2.24983, 2.48062], [-3.77725, -1.44922, 2.70619], [-4.14110, -0.34492, 3.72840], [-2.79252, -2.47941, 3.28249], [-3.26717, -0.73742, 1.51934], [-4.08661, -0.24298, 0.48981], [-3.46905, 0.82825, -0.04211], [-2.18319, 0.93074, 0.51334], [-1.06968, 1.90516, 0.09798], [-0.96889, 2.39611, -1.40136], [-1.55093, 3.57556, -1.88212], [-1.33698, 3.65668, -3.22440], [-0.64176, 2.48417, -3.60979], [-0.42783, 1.73231, -2.49151], [0.51717, 0.35938, -2.33786], [-0.25525, 2.07150, -5.01469], [1.26387, 1.74213, -5.04946], [-0.41742, 3.25825, -6.04139], [-1.15035, 0.92828, -5.45252], [-0.93102, 3.05738, 1.15099], [-1.87952, 3.59694, 1.99708], [-1.41530, 4.65667, 2.62340], [-0.16813, 4.91121, 2.05103], [0.20657, 3.86237, 1.28611], [1.60186, 3.39772, 0.55629], [0.75550, 5.97412, 2.55921], [1.81434, 5.32596, 3.53515], [0.01337, 7.11444, 3.30781], [1.45585, 6.63048, 1.32497], [-2.11550, 0.02866, 1.56380], [-0.81907, -0.13923, 2.53850], [-5.35593, -2.68919, 3.46689], [-4.92181, -3.07083, 1.73221], [-5.88898, -1.60620, 2.19317], [-4.54298, -0.86196, 4.64069], [-4.86822, 0.38546, 3.31921], [-3.28519, 0.26969, 4.07111], [-3.28106, -3.17014, 3.95209], [-2.02422, -1.97887, 3.92355], [-2.24832, -2.97268, 2.48920], [-4.96104, -0.79527, 0.20140], [-3.77234, 1.50988, -0.85949], [-0.04394, 1.18212, 0.22277], [-1.99769, 4.33250, -1.25221], [-1.55794, 4.46371, -3.97321], [1.81982, 2.16503, -4.20286], [1.68543, 2.02223, -6.00240], [1.37000, 0.66722, -4.96212], [0.06055, 4.18638, -5.61922], [-1.46638, 3.51107, -6.30926], [0.01788, 2.99190, -7.01366], [-0.95694, 0.08088, -4.78076], [-0.91819, 0.68682, -6.52869], [-2.20059, 1.25854, -5.36682], [-2.86697, 3.12796, 2.04325], [-1.76159, 5.21442, 3.51114], [1.33489, 5.11427, 4.51947], [2.58356, 6.10863, 3.73154], [2.21514, 4.37476, 3.17735], [-0.39816, 6.79929, 4.29234], [-0.82552, 7.55700, 2.65659], [0.70808, 7.97807, 3.48431], [1.83877, 5.89904, 0.62562], [2.31390, 7.23324, 1.67899], [0.74013, 7.26203, 0.76934], [4.99899, 3.27424, 0.33531], [5.44662, 1.71956, -0.60475], [6.77282, 1.53091, -1.00548], [7.04315, 0.47270, -1.93023], [6.01842, -0.37585, -2.30277], [4.70157, -0.24099, -1.60208], [4.48463, 0.76956, -0.80945], [3.75549, -1.34348, -1.90725], [3.97597, -2.22553, -2.73824], [2.58899, -1.31194, -1.20138], [7.51217, 2.22372, -0.64794], [8.08499, 0.38040, -2.35835], [6.16878, -1.11607, -3.09072], [5.45791, -2.84568, 6.62979], [4.50292, -2.55240, 5.23380], [4.31200, -3.67565, 4.40854], [3.81634, -3.46302, 3.12273], [3.56027, -4.80428, 2.04252], [3.33428, -2.19847, 2.71154], [2.44262, -2.18007, 1.75331], [3.66275, -1.04041, 3.54114], [3.40289, 0.23623, 3.10176], [2.85712, 0.51071, 1.98177], [4.25246, -1.25751, 4.80175], [4.56673, -4.65210, 4.78356], [3.58677, 1.11469, 3.70681], [4.59879, -0.43902, 5.45276], [-2.83661, -2.25874, -2.59851], [-2.64573, -3.73662, -2.92335], [-4.02092, -4.42762, -2.99351], [-1.85550, -4.42200, -1.91963], [-0.30498, -4.03147, -1.52297], [0.73705, -3.23883, -2.91110], [-0.28085, -2.92503, 0.16133], [0.24810, -5.49689, -1.07872], [-0.55214, -6.62978, -0.38444], [-1.14608, -7.44738, -1.50584], [-1.64463, -6.14470, 0.56517], [-3.35588, -1.73543, -3.43989], [-1.90434, -1.77342, -2.35285], [-3.37390, -2.09653, -1.68419], [-1.98952, -3.80607, -3.81423], [-4.58121, -4.22623, -2.06729], [-3.89056, -5.49294, -3.17454], [-4.65354, -3.94464, -3.82564], [0.26509, -7.11665, 0.11845], [-2.15816, -7.10997, -1.74727], [-1.32529, -8.51399, -1.22601], [-0.58821, -7.27197, -2.43460], [-2.36866, -5.58327, -0.06662], [-1.28107, -5.48094, 1.37306], [-2.17413, -7.04494, 0.93576]],
  "orbital_gap_ev": [5.04, 5.04],
  "lumo_ev": [-1.92, -1.92]
}

No. 2
{
  "formula": "C40H54CsN7O4SSi3",
  "method": "the ωB97M-V functional and the def2-TZVPD basis",
  "species": ["Cs", "C", "C", "O", "C", "C", "C", "N", "N", "C", "O", "C", "C", "C", "C", "C", "C", "H", "H", "H", "H", "H", "H", "H", "H", "H", "H", "H", "H", "N", "C", "C", "C", "C", "C", "C", "S", "N", "C", "C", "C", "C", "C", "C", "N", "H", "H", "H", "H", "H", "H", "H", "H", "H", "C", "O", "Si", "C", "C", "C", "Si", "C", "C", "C", "Si", "C", "C", "C", "H", "H", "H", "H", "H", "H", "H", "H", "H", "H", "H", "H", "H", "H", "H", "H", "H", "H", "H", "H", "H", "H", "H", "H", "H", "H", "H", "N", "C", "O", "C", "C", "C", "C", "N", "C", "H", "H", "H", "H", "H", "H"],
  "xyz": [[-0.58408, -0.18640, -1.77082], [-1.96402, 3.92623, -4.73702], [-0.80946, 2.91163, -4.83061], [0.32383, 3.38888, -5.06547], [-1.19995, 1.56845, -4.65395], [-0.36919, 0.40732, -4.67324], [1.10630, 0.54469, -4.96286], [-0.74128, -0.81231, -4.36780], [-2.09057, -0.90363, -4.00574], [-2.44887, -2.04811, -3.46279], [-1.76716, -3.06831, -3.15872], [-3.91533, -2.06107, -3.05048], [-4.38388, -3.12191, -2.28201], [-5.69987, -3.15592, -1.83624], [-6.57263, -2.12630, -2.15891], [-6.11600, -1.06406, -2.93408], [-4.80057, -1.03147, -3.37423], [-1.55138, 4.90965, -4.50962], [-2.69784, 3.64437, -3.97850], [-2.48466, 3.98081, -5.69774], [-2.25303, 1.39146, -4.48862], [1.28721, 0.49388, -6.04081], [1.64039, -0.28670, -4.49705], [1.48502, 1.50804, -4.62400], [-3.67875, -3.90523, -2.03353], [-6.04115, -3.98335, -1.22369], [-7.59773, -2.14573, -1.80539], [-6.78957, -0.25310, -3.18965], [-4.42289, -0.21128, -3.97061], [3.61151, 2.63770, 0.86988], [4.90554, 2.12336, 0.98016], [5.62574, 2.28856, 2.15282], [6.91492, 1.77975, 2.26897], [7.49842, 1.12462, 1.20048], [6.77998, 0.96719, 0.01775], [5.48485, 1.44293, -0.09243], [4.54863, 1.13020, -1.56183], [3.13711, 2.04437, -1.37969], [2.84774, 2.61372, -0.28323], [1.55556, 3.36881, -0.18475], [1.54773, 4.70378, 0.19610], [0.32677, 5.36034, 0.26503], [-0.82735, 4.65432, -0.01122], [-0.71620, 3.31255, -0.35477], [0.45010, 2.68776, -0.45948], [3.11862, 2.85469, 1.72008], [5.16403, 2.80898, 2.98441], [7.45572, 1.90295, 3.19825], [8.50341, 0.73077, 1.27807], [7.22472, 0.45094, -0.82575], [2.47551, 5.21960, 0.40572], [0.28303, 6.40734, 0.53749], [-1.80297, 5.11580, 0.05485], [-1.59825, 2.69881, -0.51296], [-3.99999, 1.03172, -0.01177], [-2.73960, 0.75016, 0.54839], [-2.44328, 0.67121, 2.21807], [-4.13614, 0.28622, 2.99647], [-2.16711, 2.46760, 2.76316], [-1.12342, -0.45074, 2.61111], [-1.47398, -2.20546, 2.32954], [-2.78078, -2.51227, 0.99755], [-0.00132, -3.27309, 1.78347], [-2.13930, -3.09845, 3.87649], [0.24591, 0.05377, 3.64795], [-0.21273, 0.67648, 5.39043], [1.50120, -1.31997, 4.01169], [1.33220, 1.44639, 2.93280], [-4.76000, 0.30926, 0.30327], [-3.92472, 0.97407, -1.10061], [-4.35606, 2.03712, 0.25652], [-4.89934, 1.02630, 2.73106], [-4.01444, 0.30345, 4.08401], [-4.51596, -0.70280, 2.72844], [-2.95800, 3.10466, 2.35055], [-1.20717, 2.86288, 2.42892], [-2.20609, 2.55789, 3.85222], [-2.39610, -2.32918, -0.00996], [-3.68152, -1.90468, 1.10620], [-3.08711, -3.56365, 1.02890], [0.64214, -2.73219, 1.08504], [-0.36825, -4.16742, 1.26871], [0.61409, -3.59975, 2.62516], [-3.08621, -2.65017, 4.19415], [-1.43358, -2.99888, 4.70835], [-2.30649, -4.16657, 3.69648], [-0.71925, -0.12306, 5.94029], [-0.89446, 1.53015, 5.35172], [0.67390, 0.97594, 5.96179], [1.03342, -2.18235, 4.49456], [2.27199, -0.93431, 4.68800], [1.99273, -1.67736, 3.10355], [0.79947, 2.40023, 2.87433], [1.63335, 1.16424, 1.92005], [2.23154, 1.58511, 3.54603], [5.49769, -2.16911, -0.12982], [4.98156, -3.40112, -0.38453], [5.64023, -4.41466, -0.20727], [3.60161, -3.44157, -0.95534], [3.10774, -4.64199, -1.45608], [1.83071, -4.67605, -1.98103], [1.06815, -3.51019, -1.99712], [1.53700, -2.35952, -1.50973], [2.76266, -2.33640, -1.00224], [6.39241, -2.12735, 0.32400], [4.98587, -1.31830, -0.28582], [3.73919, -5.52039, -1.41759], [1.41210, -5.59103, -2.37834], [0.05791, -3.48031, -2.41172], [3.06788, -1.37495, -0.60016]],
  "orbital_gap_ev": 4.42,
  "charge": -2,
  "lumo_ev": 3.44,
  "de_lowest_kcal_mol": 6.5
}